No. 1
16
Properties=species:S:1:pos:R:3:forces:R:3:lowdin_charge:R:1 method="wB97M-V/def2-TZVPD" lumo_ev=0.799 homo_ev=-9.019 total_charge=0 relative_energy_kcal_mol=71.7
C -1.30541 -1.75536 0.09597 0.0789 0.0593 0.0878 -0.100
C -1.05291 -0.28098 0.07327 0.0858 0.1839 0.0836 -0.204
C -0.19188 0.31073 0.89067 -0.2076 -0.1078 -0.1639 -0.737
C 0.64480 -0.38955 1.91166 -0.0792 -0.0453 0.0049 -0.116
Cl 0.02842 2.03353 0.81699 -0.0595 0.2452 0.0825 0.658
H -1.83763 -2.03530 1.00628 -0.0606 -0.1223 0.0200 0.080
H -1.90706 -2.04914 -0.75770 -0.0404 -0.1098 -0.0477 0.069
H -0.37006 -2.31191 0.07438 0.0293 -0.1365 -0.0166 0.076
H -1.61582 0.30818 -0.63518 0.0122 0.1753 -0.0163 0.095
H 1.08810 0.31559 2.60630 0.0408 0.0194 0.0473 0.061
H 1.44103 -0.95062 1.42464 0.1286 -0.0600 0.0033 0.085
H 0.03304 -1.09441 2.47274 0.0068 -0.0814 0.0561 0.079
C 1.67430 2.02335 -1.98564 -0.5925 -0.0178 -0.7726 0.065
C 0.93466 1.93481 -2.91741 0.0638 -0.1308 -0.2093 -0.230
F 0.17826 1.79984 -3.95047 0.1795 0.0749 0.3246 0.112
H 2.25817 2.14124 -1.12650 0.4142 0.0537 0.5163 0.006



No. 2
19
Properties=species:S:1:pos:R:3:forces:R:3:mulliken_spin:R:1 method="wB97M-V/def2-TZVPD" lumo_ev="0.507 / -1.823" spin_multiplicity=3 homo_ev="-5.377 / -9.035" s2=2.013 total_charge=0
C 0.64581 2.14861 1.11274 2.0492 -1.9367 -1.3142 0.845
C 0.63748 0.84880 1.33467 -0.8251 -2.7601 2.6890 0.381
C 1.65477 -0.14922 0.90270 -0.2752 -0.0170 -1.8454 0.117
C 1.30730 -0.61127 -0.52222 0.2288 0.9068 -2.5608 0.082
C -0.09991 -1.29439 -0.56529 0.2900 0.1432 1.0546 -0.051
C -1.35534 -0.62765 -0.01883 0.3747 1.4150 -0.7135 0.007
N -1.97008 0.41126 -0.58245 0.9378 -1.3555 0.4508 0.043
O -1.42020 0.69353 -1.90822 -0.7389 0.0331 0.9797 -0.003
O 0.46897 3.26347 0.90060 -1.2766 4.8379 -0.2531 0.434
O -2.89640 1.09076 -0.13556 0.3630 -0.2872 -0.8316 0.050
Cl -2.04969 -1.21128 1.42688 -0.0835 0.0952 0.0496 -0.003
H -2.23590 0.69100 -2.44301 0.2062 0.2130 0.1216 0.001
H -0.10720 0.43606 2.06139 0.1232 -0.0639 -0.3031 0.123
H 2.65573 0.18858 1.00585 0.9126 0.8428 -0.2764 -0.009
H 1.66195 -1.08037 1.39516 -0.5737 -0.9614 1.5262 -0.003
H 1.34074 0.17485 -1.36062 -0.4111 -0.2903 1.6956 -0.011
H 2.09865 -1.26804 -1.01088 -1.0374 0.0312 1.2411 0.005
H -0.29262 -1.47379 -1.57840 -0.3008 -0.6511 -1.5474 -0.001
H -0.04405 -2.23093 -0.01452 0.0365 -0.1949 -0.1627 -0.009



No. 3
22
Properties=species:S:1:pos:R:3:forces:R:3:lowdin_charge:R:1 method="wB97M-V/def2-TZVPD" lumo_ev=2.683 homo_ev=-2.247 total_charge=-1 relative_energy_kcal_mol=0.0
N 1.53678 0.80604 3.95191 0.1987 0.3375 0.1160 -0.168
C 1.14806 2.04153 3.36500 0.3865 -0.7356 0.0431 -0.543
C -0.34011 2.20609 3.58156 -0.3074 0.8001 0.3869 -0.800
O -0.91611 2.98124 4.26490 0.0629 -0.1512 -0.1145 -0.029
I -1.57248 0.60815 2.65914 -0.1749 -0.4028 -0.2618 0.537
H 2.26829 0.41176 3.36709 -0.1495 -0.1439 -0.1501 -0.083
H 1.30800 2.12026 2.27556 -0.0473 0.1578 -0.0044 0.073
H 1.54431 2.96301 3.83307 -0.0197 0.1132 0.0042 0.085
C -1.09763 -2.61202 -3.06447 0.1150 0.0822 -0.0393 -0.066
C -1.20360 -2.09249 -1.64713 -0.2025 -0.1772 0.0261 -0.194
O -0.10224 -1.22899 -1.31464 0.0724 -0.0300 -0.0479 0.031
C -0.18011 0.01304 -1.75933 0.0407 0.0176 0.1451 -0.404
O -1.04469 0.48988 -2.43268 -0.0687 0.0206 -0.1350 0.161
C 1.02091 0.82180 -1.22021 -0.3060 -0.2323 -0.1896 -0.559
F 2.17058 0.16525 -1.43617 0.0917 0.0446 0.0330 0.159
F 0.85940 1.00682 0.07850 0.2440 0.1608 0.0734 0.149
F 1.09411 1.99853 -1.83990 0.0623 0.0860 0.0644 0.166
H -0.14352 -3.11867 -3.21258 -0.0141 -0.0424 0.0116 0.080
H -1.90246 -3.32131 -3.25780 -0.0112 -0.0168 0.0145 0.078
H -1.17260 -1.80023 -3.78615 -0.0388 0.0145 0.0133 0.074
H -1.13800 -2.90268 -0.92548 0.0458 0.0211 0.0380 0.127
H -2.13687 -1.55701 -1.48020 0.0202 0.0763 -0.0269 0.128



No. 4
42
Properties=species:S:1:pos:R:3:forces:R:3:mulliken_spin:R:1 method="wB97M-V/def2-TZVPD" lumo_ev="0.611 / -2.634" spin_multiplicity=3 homo_ev="-7.212 / -7.213" s2=2.091 total_charge=-1
O -0.94906 0.18975 -1.12993 1.2280 -2.7014 3.3895 -0.424
V -0.56312 -0.70347 0.17040 -3.0388 4.8611 -3.5511 1.379
N -0.45866 -2.46527 -0.93987 -5.5745 1.7006 -1.1960 0.015
S -1.68474 -2.78900 -2.16120 -6.2285 0.0808 -2.2041 0.004
O -2.32380 -4.12158 -2.12043 2.1408 3.1421 0.6727 0.004
O -1.47299 -2.23507 -3.47944 1.0983 -0.5468 1.8916 0.001
F -2.82243 -1.79973 -1.62075 1.0979 -0.7499 0.5254 0.001
S 0.44151 -3.52122 -1.49217 8.3325 -7.2262 0.1990 0.003
O 1.22861 -3.19161 -2.67003 -2.0009 -0.4326 0.8873 0.002
O 0.09894 -4.93324 -1.19833 0.1750 3.3507 -1.3080 -0.002
F 1.54055 -3.28965 -0.37250 0.8131 0.3360 0.9974 0.001
N -2.59503 2.94005 1.27638 5.0738 -1.7935 1.6295 0.001
S -1.05383 2.39215 1.95579 -0.7211 -0.7592 4.2802 0.004
O -0.19401 3.42541 2.61370 -1.9099 -3.4144 -2.2327 -0.001
O -0.44388 1.29384 1.19084 0.2260 0.8681 1.1361 -0.003
F -1.66931 1.61162 3.23633 0.3795 0.5228 -1.1505 0.001
S -1.71780 3.85258 0.32514 -1.6446 5.2185 -5.9867 0.000
O -0.96795 3.28454 -0.82688 -0.9013 0.3606 2.9725 -0.001
O -1.25230 5.11151 0.86790 0.5547 -1.3799 -0.0069 0.000
F -3.00982 4.42198 -0.42068 -0.5114 -0.3397 -0.4888 0.000
O 0.74825 -1.45843 1.87694 0.8213 2.3399 -2.5167 0.003
C 0.39218 -2.34061 2.70504 -0.3028 -1.7795 3.7035 -0.089
O 0.98714 -2.38541 3.80339 -0.8973 -0.9004 -0.6798 0.339
O -0.57078 -3.04905 2.40530 -1.1147 -1.5717 0.3106 0.708
H 1.42530 -1.07376 2.43840 1.1255 1.5726 -0.3822 0.010
O -4.59179 -0.26314 1.47034 -0.0105 -0.3894 0.4770 0.001
C -3.56900 -1.10927 1.53131 2.1412 -2.4866 -1.0657 0.006
O -3.72450 -2.30445 1.79506 -1.2786 0.2527 0.6379 0.002
O -2.44839 -0.67995 1.18488 4.3881 1.8849 -1.3599 0.024
H -5.10560 -1.03330 1.72422 -2.7018 0.2870 0.3112 0.000
C 4.37108 -0.03112 0.20193 -1.6005 0.9224 0.4641 0.000
C 2.90398 -0.09067 -0.03835 -3.2543 -0.6838 -1.0656 0.010
N 1.74119 -0.17427 -0.22353 3.5374 0.0236 0.9729 -0.003
H 4.79186 0.68273 -0.50622 0.2567 -0.5638 -0.3805 0.000
H 4.79942 -1.02946 0.29094 0.0490 0.2580 -0.3628 0.000
H 4.41209 0.49639 1.15489 0.3796 -0.1991 0.2945 0.001
C 1.76880 2.92070 -2.42505 -0.5017 0.3906 0.7771 0.000
C 3.03507 2.33478 -2.70115 3.0375 -1.2590 -0.9175 0.000
N 4.07996 1.88333 -2.95693 -1.7832 0.6899 0.6577 0.000
H 1.36758 3.36208 -3.33736 -0.3266 -0.1853 0.2364 0.000
H 1.91719 3.68862 -1.66586 -0.1257 0.2449 -0.1329 0.000
H 1.13807 2.18066 -1.93247 -0.4273 0.0544 -0.4359 0.000



| no. | total energy (eV) |
| --- | --- |
| 1 | -21588.2005 |
| 2 | -26498.4220 |
| 3 | -30237.2857 |
| 4 | -122918.9916 |